#a
DFT (ωB97M-V with the def2-TZVPD basis set) results for C5H16N2O as an isolated structure.

Structure (ORCA input):
```
! wB97M-V def2-TZVPD RIJCOSX def2/J DEFGRID3
* xyz 0 1
H 0.58 0.00 -1.40
H 1.00 0.44 1.91
H -1.33 1.24 1.43
N -3.17 0.20 -0.30
N -1.81 0.41 1.78
H -1.29 -1.49 -0.96
H 1.56 -1.25 -2.51
H -2.61 0.73 2.32
H 1.89 0.51 -2.79
H 3.40 0.53 -0.86
H 0.98 0.52 0.27
C -0.99 -0.83 -0.13
H -2.71 -1.30 1.05
C -2.24 -0.41 0.64
C 2.74 -0.30 -1.03
H -2.70 0.94 -0.80
H -3.98 0.58 0.18
H 2.18 1.59 1.26
C 1.82 -0.29 -2.07
H 2.58 -0.12 1.45
C 1.80 0.58 1.17
H 2.97 -1.22 -0.52
H -0.34 -1.40 0.55
O -0.32 0.32 -0.61
*
```

Computed properties:
E_LUMO in eV: 0.091
Orbital gap in eV: 8.736
HOMO energy in eV: -8.65

=====

#b
DFT (ωB97M-V with the def2-TZVPD basis set) results for a 2-piece molecular cluster, C5H16N2O overall.

Structure (ORCA input):
```
! wB97M-V def2-TZVPD RIJCOSX def2/J DEFGRID3
* xyz 0 1
O 0.10 3.61 0.22
H -0.14 -0.92 -1.05
C -1.92 -0.82 0.64
C -0.67 -0.40 1.44
H 1.32 0.31 -2.44
H 1.37 0.10 1.08
H 1.73 -2.92 -0.84
H -1.00 0.49 2.04
H -2.33 1.17 -0.09
N -2.22 0.19 -0.46
H -2.77 -0.77 1.42
H 2.48 0.53 -1.37
H -1.50 0.24 -1.17
H -1.80 -1.93 0.42
N 0.54 0.08 0.57
C 0.87 -0.79 -0.63
H 1.96 -2.16 0.71
H 0.98 3.55 -0.21
H -0.11 2.67 0.29
H -0.37 -1.03 2.27
H 2.56 -0.97 -2.00
H 0.35 -2.62 0.34
C 1.86 -0.27 -1.67
C 1.23 -2.13 -0.11
*
```

Computed properties:
E_LUMO in eV: 0.798
Orbital gap in eV: 9.860
HOMO energy in eV: -9.06
Structure (SMILES): CC(C)NCCN.O

=====

Verdict on stability: #b comes out on top.

=====

#a
DFT (ωB97M-V with the def2-TZVPD basis set) results for a 2-piece molecular cluster, C5H16N2O overall.

Structure (ORCA input):
```
! wB97M-V def2-TZVPD RIJCOSX def2/J DEFGRID3
* xyz 0 1
H -2.49 -0.03 -0.58
C -1.80 -0.88 -0.49
H -1.09 -1.12 2.46
H -0.99 1.58 -0.02
C -0.20 0.94 0.35
N -0.86 -0.40 0.55
O -0.41 -1.66 2.88
C 0.99 0.76 -0.62
H 3.18 0.43 -0.46
H 1.10 2.90 -0.73
H -0.08 -1.04 0.64
N -1.30 -1.31 -1.75
H 0.42 1.91 -2.31
H 2.33 1.50 0.82
H 2.26 -0.24 0.84
C 1.06 2.09 -1.45
H 0.31 -1.23 3.35
H -0.79 -0.75 -2.40
C 2.31 0.63 0.16
H 0.19 1.25 1.32
H -2.25 -1.70 0.06
H 2.08 2.21 -1.86
H -1.30 -2.30 -1.88
H 0.94 -0.10 -1.29
*
```

Computed properties:
E_LUMO in eV: 0.953
Orbital gap in eV: 9.487
HOMO energy in eV: -8.53
Structure (SMILES): CC(C)CNCN.O

=====

#b
DFT (ωB97M-V with the def2-TZVPD basis set) results for a 2-piece molecular cluster, C5H16N2O overall.

Structure (ORCA input):
```
! wB97M-V def2-TZVPD RIJCOSX def2/J DEFGRID3
* xyz 0 1
H -1.01 1.43 -0.52
C 0.12 1.16 2.23
H 1.30 -0.66 -0.36
O 2.27 1.54 -2.40
N -0.18 1.84 -0.11
C -1.35 -2.08 0.41
C 0.59 0.99 0.79
C 0.48 -0.50 0.34
H 1.64 1.31 0.74
H -0.13 -1.97 -1.89
H -0.38 2.72 0.35
N -0.83 -0.85 -0.21
H -1.70 -1.28 -2.08
H 0.69 -1.07 1.24
H -0.21 -0.23 -2.12
H 0.22 2.21 2.54
H -0.95 0.94 2.32
H -1.32 -1.97 1.50
H -0.84 -3.00 0.09
H 2.62 0.64 -2.36
H -2.39 -2.17 0.11
H 1.40 1.49 -1.97
H 0.67 0.58 2.97
C -0.71 -1.08 -1.65
*
```

Computed properties:
E_LUMO in eV: 0.933
Orbital gap in eV: 9.808
HOMO energy in eV: -8.88
Structure (SMILES): C[C@H](N)CN(C)C.O

=====

#c
DFT (ωB97M-V with the def2-TZVPD basis set) results for a 2-piece molecular cluster, C5H16N2O overall.

Structure (ORCA input):
```
! wB97M-V def2-TZVPD RIJCOSX def2/J DEFGRID3
* xyz 0 1
H -2.59 1.83 0.84
C -1.31 0.63 -1.05
H 2.85 -1.85 -0.72
H -2.39 0.68 -1.22
H 1.23 -2.21 -0.08
C 2.04 -1.48 -0.08
H -0.88 1.64 -1.12
H 2.43 -1.38 0.94
H -0.30 0.09 1.19
N 1.54 -0.22 -0.60
C -1.24 0.30 0.66
H 2.98 1.06 0.29
N -1.71 1.54 1.26
H -1.73 -1.79 0.40
H -2.17 -1.15 2.00
H 2.08 1.73 -1.08
C -2.13 -0.92 0.93
H 0.78 0.15 0.05
H 3.35 0.53 -1.36
H -3.14 -0.75 0.58
C 2.55 0.83 -0.69
H -1.87 1.42 2.26
O -0.73 -0.27 -1.87
H 0.36 -0.39 -1.53
*
```

Computed properties:
E_LUMO in eV: 0.829
Orbital gap in eV: 9.549
HOMO energy in eV: -8.72
Structure (SMILES): C[C@H](N)CO.CNC

=====

#d
DFT (ωB97M-V with the def2-TZVPD basis set) results for a 2-piece molecular cluster, C5H16N2O overall.

Structure (ORCA input):
```
! wB97M-V def2-TZVPD RIJCOSX def2/J DEFGRID3
* xyz 0 1
H 0.46 1.88 -1.31
C -0.36 -0.25 0.14
H 1.50 2.59 0.85
N -0.52 1.89 -1.08
C -1.04 0.54 -1.01
H -2.89 -1.50 -0.77
H -0.50 -2.14 0.83
H -0.73 2.45 -0.27
C 1.08 -0.68 -0.16
H -0.87 -0.06 -1.91
H 3.09 -0.18 0.45
N -1.19 -1.46 0.53
H 1.32 -0.18 -1.11
H -2.09 0.61 -0.73
H 1.68 0.27 1.68
H -0.41 0.35 1.05
H -1.44 -2.37 -1.36
H 1.20 -1.73 -0.48
C -2.02 -2.09 -0.48
H 0.90 3.82 1.44
H -2.42 -3.03 -0.07
H 2.40 -1.26 1.51
O 0.73 2.88 1.35
C 2.12 -0.38 0.93
*
```

Computed properties:
E_LUMO in eV: 0.673
Orbital gap in eV: 8.962
HOMO energy in eV: -8.29
Structure (SMILES): CC[C@@H](CN)NC.O

=====

Verdict on stability: #b comes out on top.